(1)
C11H21BaN4O13P3 | ωB97M-V/def2-TZVPD

- Orbital gap: 8.53 eV
- DFT total energy: -2678.97917 hartree

Element x y z (Å)
Ba 0.8903 0.2051 0.6863
O -3.9939 -2.2614 -3.9190
C -3.1977 -1.6160 -3.0337
C -3.3290 -0.2589 -2.7587
C -2.4693 0.2991 -1.8304
N -1.5270 -0.3873 -1.1939
C -1.4107 -1.6919 -1.4761
C -2.2116 -2.3467 -2.3898
C -0.2500 -2.3678 -0.7588
O 0.5995 -2.9544 -1.4499
O -0.1783 -2.1064 0.4743
C -2.5918 1.7443 -1.4209
O -2.1849 2.5816 -2.3606
O -3.0342 2.0696 -0.3484
H -4.6288 -1.6448 -4.2988
H -4.0793 0.3501 -3.2482
H -2.0629 -3.3938 -2.6113
N 4.9143 -0.4838 2.6713
C 4.6161 -0.2105 1.1995
C 5.9014 -0.2856 0.3904
P 3.9004 1.5044 1.1793
O 5.1257 2.3816 1.7874
O 3.5467 1.8679 -0.2063
O 2.8244 1.5713 2.2478
P 3.4978 -1.7449 0.9181
O 2.7855 -1.4078 -0.4975
O 4.3829 -2.9181 0.8949
O 2.5403 -1.5037 2.0567
H 5.3228 0.3230 3.1450
H 5.5295 -1.2958 2.7609
H 3.9927 -0.7297 3.0702
H 6.6935 0.3473 0.8016
H 5.6902 0.0495 -0.6249
H 6.2522 -1.3174 0.3413
H 5.7183 2.6974 1.0935
H 2.2439 -2.1743 -0.8367
N -1.7484 5.0477 -1.2750
C -0.2978 5.0200 -1.0202
P -0.0222 4.0708 0.5152
O -0.9405 4.5532 1.5866
O 0.1239 2.6087 0.2194
C 1.6549 4.5962 1.1262
N 1.6752 4.0436 2.5219
H -2.1534 3.5105 -1.9642
H -2.0062 5.8508 -1.8350
H -2.2452 5.1136 -0.3888
H 0.1434 6.0153 -0.9038
H 0.2101 4.5149 -1.8437
H 1.7414 5.6798 1.1728
H 2.4808 4.1584 0.5666
H 2.2962 4.5627 3.1370
H 2.0195 3.0446 2.4773
H 0.7108 4.1045 2.8769

(2)
C11H21ClF6N4NiO7S2 | ωB97M-V/def2-TZVPD

- Spin multiplicity: 3
- Orbital gap (alpha / beta): 9.21 / 9.14 eV
- DFT total energy: -4541.60953 hartree

Element x y z (Å)
Ni -1.0749 -0.1331 -0.0124
C 2.1328 -2.1143 -1.9381
F 3.1348 -2.9291 -1.7377
F 2.3883 -0.8796 -1.5100
F 1.9386 -2.0266 -3.2446
S 0.5799 -2.7470 -1.0183
O -0.5480 -2.6261 -1.9068
O 0.8787 -4.0925 -0.5931
N 0.3455 -1.5591 0.2016
S 1.1850 -2.0847 1.4656
O 2.4815 -2.6241 1.1113
O 1.1894 -1.0106 2.4502
C 0.1832 -3.4821 2.3229
F -0.3780 -3.0308 3.4365
F -0.7804 -3.8852 1.5153
F 0.9976 -4.4648 2.6467
Cl -3.2862 -0.8375 0.0505
C -3.0167 0.1092 -3.5050
C -1.5243 0.2441 -3.2165
O -1.0926 0.0748 -2.0849
N -0.7567 0.6515 -4.2335
C 0.6376 1.0474 -4.1453
H -3.5672 0.9654 -3.1243
H -3.3177 -0.7208 -2.8620
H -3.1465 -0.0992 -4.5635
H -1.2009 0.6703 -5.1342
H 0.8155 2.0965 -4.3868
H 1.1599 0.4441 -4.8881
H 1.0309 0.8615 -3.1527
C 0.4998 3.6187 -1.1348
C 0.9924 2.4142 -0.3715
O 0.2566 1.4668 -0.1493
N 2.2733 2.4384 0.0282
C 2.8925 1.3525 0.7654
H -0.4906 3.4935 -1.5634
H 1.1355 3.8966 -1.9785
H 0.4840 4.4804 -0.4631
H 2.7833 3.2995 -0.0582
H 3.0435 1.6696 1.8009
H 3.9024 1.1985 0.3782
H 2.3180 0.4410 0.6999
C -0.3423 1.8925 3.8423
C -1.1121 0.7633 3.1720
O -1.0927 0.6675 1.9506
N -1.6633 -0.1199 3.9941
C -2.6052 -1.1591 3.5797
H -0.2858 2.8037 3.2560
H 0.6560 1.5357 4.0986
H -0.8093 2.1554 4.7963
H -1.6738 0.0718 4.9816
H -2.5618 -2.0592 4.1873
H -2.3764 -1.3815 2.5405
H -3.6132 -0.7574 3.7042

(3)
C11H21N | ωB97M-V/def2-TZVPD

- Orbital gap: 8.45 eV
- DFT total energy: -486.41989 hartree

Element x y z (Å)
C 2.8001 -0.6933 -2.1025
C 1.6834 -0.0493 -1.3090
C 1.1342 -0.8126 -0.1750
C 0.3562 -2.1659 -0.4899
C -0.6316 -2.2006 0.6446
C -1.0207 -0.7740 0.8000
C -2.3354 -0.3329 0.0674
C -2.3466 1.1335 -0.3394
C -1.4460 1.9328 0.6232
C 0.0204 1.4283 0.5852
C 0.7421 1.7613 1.9104
N 0.0219 -0.0116 0.3515
H 2.2451 -1.3659 -2.8174
H 3.2741 0.1348 -2.6869
H 3.4559 -1.2955 -1.4451
H 2.0320 0.8826 -0.9236
H 0.9160 0.2313 -2.0290
H 2.0000 -0.8832 0.4475
H 0.9094 -3.0366 -0.5146
H -0.1877 -1.9375 -1.4099
H -0.0681 -2.5108 1.6039
H -1.6478 -2.7311 0.4319
H -1.2934 -0.5249 1.8297
H -2.5104 -0.9521 -0.7618
H -3.1563 -0.4383 0.8519
H -3.3750 1.6865 -0.2964
H -2.0360 1.1402 -1.4039
H -1.7469 1.9209 1.6565
H -1.4599 2.9779 0.2500
H 0.6922 1.8503 -0.1075
H 0.8262 2.7767 2.1912
H 0.3067 1.3664 2.7751
H 1.8458 1.4924 1.7918

(4)
C11H21N2O2 | ωB97M-V/def2-TZVPD

- Orbital gap (alpha / beta): 7.92 / 7.93 eV
- DFT total energy: -691.31480 hartree
- Net charge: +1

Element x y z (Å)
C -2.0096 -3.5916 0.3568
C -0.1924 0.1588 -0.8829
C -1.4434 -2.5556 -0.2769
C -0.4170 -0.4224 1.4566
C 3.0671 1.5592 -0.6346
C 3.4802 1.8150 1.7804
C -3.4264 -1.0583 0.4681
C -1.6996 -0.5448 -2.5058
C 2.6193 1.0974 0.7234
C 1.1378 1.5236 0.9862
C -2.0352 -1.2529 -0.0682
N -1.5787 -0.1834 -0.9783
N 0.1506 0.3123 0.5902
O -0.4606 -0.7468 2.5592
O 0.7614 2.5953 0.2496
H -1.6446 -4.6048 0.1020
H -2.9325 -3.4340 0.9099
H 0.1781 1.0774 -1.3519
H 0.4041 -0.6805 -1.2405
H -0.6019 -2.7396 -0.7713
H 2.8354 2.5804 -0.6841
H 4.2307 1.4664 -0.7554
H 2.3680 0.9788 -1.3331
H 4.5192 1.6110 1.5522
H 3.1189 1.3480 2.8099
H 3.4396 2.9034 1.9374
H -4.0709 -1.9167 0.1408
H -3.4669 -0.8356 1.4973
H -3.8369 -0.0934 -0.0166
H -2.7568 -0.8880 -2.6354
H -1.5622 0.2601 -3.2322
H -0.9225 -1.3442 -2.6681
H 2.6100 0.0305 0.7271
H 0.8036 1.6232 2.0071
H -2.1378 0.6776 -0.9197
H 1.4718 3.2742 0.1005

(5)
C11H21N2S | ωB97M-V/def2-TZVPD

- Orbital gap: 6.98 eV
- DFT total energy: -938.93576 hartree
- Net charge: +1

Element x y z (Å)
C 1.4520 -0.9408 -2.3495
C 0.7718 2.1023 0.1823
C 1.0279 -2.4757 1.0233
C 1.5467 -0.6432 -1.0842
C 0.1802 1.3464 -0.7311
C 1.8130 -1.2482 1.2163
C 3.3657 0.1085 2.5492
C -4.5787 1.0935 -0.8395
C 2.2760 -0.9346 2.4810
C -3.2832 1.4016 -1.5413
C -2.0410 0.6153 -0.8575
N 2.2148 -0.6689 0.1086
N -0.9099 1.1667 -1.4961
S -2.1022 -1.1952 -0.9920
H 2.0407 -1.6777 -2.8990
H 0.9367 -0.3033 -2.9969
H 0.2641 2.9594 0.5884
H 1.5269 1.7663 0.8007
H 0.1738 -2.6010 1.5988
H 0.7007 -2.5581 -0.0269
H 3.2649 1.0787 2.1164
H 3.4184 0.4332 3.5472
H 4.2902 -0.2618 2.2234
H -4.7696 0.0035 -0.9638
H -5.2920 1.5811 -1.3647
H -4.5724 1.2899 0.1795
H 1.3426 -0.6425 2.8265
H 2.6526 -1.8033 3.1748
H -2.9234 2.4674 -1.6325
H -3.2654 1.0061 -2.5516
H -2.0547 0.9305 0.2930
H 3.0334 -0.0526 0.3387
H 1.6757 -3.3452 1.2965
H -0.8609 0.9459 -2.4407
H -3.3154 -0.9442 -1.7772

(6)
C11H21N5O5 | ωB97M-V/def2-TZVPD

- Orbital gap: 8.22 eV
- DFT total energy: -1081.67317 hartree

Element x y z (Å)
H -5.0630 -0.9161 1.5900
N -4.1847 -0.5668 1.1955
C -4.4888 -0.3171 -0.1035
N -5.8194 -0.2407 -0.4714
N -3.5340 0.1597 -0.8694
C -2.1655 0.0162 -0.3535
C -1.5925 1.2503 0.4677
C -0.5412 1.9775 -0.3086
C 0.7043 2.3728 0.5394
N 1.5521 3.1718 -0.3381
C 1.4487 0.9932 0.9639
O 1.2318 0.5696 2.1060
N 2.1555 0.4513 0.0522
C 3.0708 -0.6701 0.3254
C 2.6132 -1.9004 -0.3648
C 1.6717 -2.6962 0.5180
C 0.2379 -2.2973 0.2106
O -0.4195 -2.7560 -0.7887
O -0.1528 -1.3250 0.9484
C 4.5030 -0.1543 -0.1438
O 5.5728 -0.1615 0.3727
O 4.3491 0.0267 -1.5436
H -5.8792 -0.1036 -1.5085
H -6.5537 -1.0139 -0.2653
H -3.7526 0.5525 -1.8011
H -2.1723 -0.9331 0.2785
H -1.5940 -0.2883 -1.2260
H -1.2046 0.8135 1.4433
H -2.4311 1.9174 0.7222
H -1.0663 2.6713 -0.9796
H -0.1476 1.2624 -1.0982
H 0.5713 2.8705 1.5912
H 1.8986 2.6791 -1.1610
H 0.8312 3.9285 -0.6794
H 2.4893 1.0778 -0.6815
H 3.3793 -0.6960 1.4058
H 3.4341 -2.6068 -0.6536
H 1.9547 -1.6044 -1.2413
H 1.7548 -3.7750 0.4538
H 1.7221 -2.5880 1.5707
H 0.3887 -1.1242 1.7117
H 5.2277 -0.0274 -1.8862

DFT total energy of number 4 (C11H21N2O2)?
-691.31480 hartree

The lowest DFT total energy belongs to which entry?
C11H21ClF6N4NiO7S2

DFT total energy of number 4 (C11H21N2O2)?
-691.31480 hartree